No. 1
Computed, not measured: a structure of composition C21H13Cl2N2O6V, with wB97M-V/def2-TZVPD.

Values from the calculation:
Net charge   +1
<S²>   0.76
Kohn-Sham gap (spin up / spin down)   6.41 / 6.83 eV
Spin multiplicity   2
LUMO energy (spin up / spin down)   -5.32 / -4.90 eV
HOMO (spin up / spin down)   -11.7255 / -11.7290 eV

Positions of all 45 atoms, in Å:
V -0.064 0.779 0.276
O -3.109 -0.544 2.369
C -2.018 -0.274 1.982
O -1.645 -0.138 0.694
C -0.812 -0.074 2.880
C -0.667 -0.281 4.235
C 0.611 -0.143 4.776
C 1.709 0.146 3.972
C 1.478 0.339 2.625
N 0.237 0.272 2.161
C 2.456 0.516 1.482
O 3.635 0.585 1.607
O 1.787 0.524 0.312
H -1.521 -0.562 4.836
H 0.757 -0.302 5.837
H 2.716 0.197 4.363
Cl -0.292 -0.178 -1.971
C 1.145 0.510 -2.744
C 2.205 -0.344 -2.980
C 3.368 0.187 -3.507
C 3.446 1.548 -3.772
C 2.358 2.370 -3.537
Cl 2.476 4.058 -3.905
C 1.156 1.876 -3.017
N 0.059 2.701 -2.738
C -1.180 2.480 -3.461
C -1.148 2.286 -4.838
C -2.325 2.101 -5.541
C -3.539 2.125 -4.865
C -3.567 2.328 -3.497
C -2.388 2.498 -2.773
C -2.491 2.629 -1.267
C -1.338 3.322 -0.602
O -1.112 4.471 -0.519
O -0.433 2.413 0.070
H 2.122 -1.395 -2.742
H 4.215 -0.455 -3.699
H 4.351 1.980 -4.175
H 0.320 3.681 -2.781
H -0.193 2.290 -5.351
H -2.297 1.954 -6.612
H -4.466 1.990 -5.405
H -4.516 2.349 -2.976
H -2.644 1.642 -0.824
H -3.370 3.230 -1.028

Partial atomic charges computed with the natural (NBO) method, in multiples of e: number 1, V, carries 1.50; number 2, O, carries -0.48; number 3, C, carries 0.75; number 4, O, carries -0.69; number 5, C, carries 0.11; number 6, C, carries -0.17; number 7, C, carries -0.11; number 8, C, carries -0.17; number 9, C, carries 0.12; number 10, N, carries -0.43; number 11, C, carries 0.75; number 12, O, carries -0.48; number 13, O, carries -0.67; number 14, H, carries 0.27; number 15, H, carries 0.25; number 16, H, carries 0.27; number 17, Cl, carries 0.17; number 18, C, carries 0.03; number 19, C, carries -0.23; number 20, C, carries -0.19; number 21, C, carries -0.18; number 22, C, carries -0.05; number 23, Cl, carries 0.04; number 24, C, carries 0.07; number 25, N, carries -0.66; number 26, C, carries 0.13; number 27, C, carries -0.21; number 28, C, carries -0.19; number 29, C, carries -0.19; number 30, C, carries -0.18; number 31, C, carries -0.03; number 32, C, carries -0.54; number 33, C, carries 0.84; number 34, O, carries -0.46; number 35, O, carries -0.59; number 36, H, carries 0.24; number 37, H, carries 0.24; number 38, H, carries 0.25; number 39, H, carries 0.42; number 40, H, carries 0.23; number 41, H, carries 0.23; number 42, H, carries 0.23; number 43, H, carries 0.22; number 44, H, carries 0.25; number 45, H, carries 0.27

---

No. 2
Computed, not measured: a structure of composition C29H31CsN4O6S, with wB97M-V/def2-TZVPD.

Values from the calculation:
Net charge   -2
Kohn-Sham gap   4.34 eV
Spin multiplicity   1
LUMO energy   3.50 eV
HOMO   -0.8418 eV

Positions of all 72 atoms, in Å:
Cs -0.105 0.362 0.892
C -1.834 3.108 -0.824
C -1.853 3.373 0.561
C -0.547 3.744 0.945
C 0.281 3.696 -0.196
C -0.516 3.308 -1.293
C -0.107 3.158 -2.730
C 1.740 4.071 -0.216
C -0.138 4.137 2.336
C -3.021 3.287 1.504
C -2.982 2.758 -1.723
H -0.702 3.800 -3.394
H -0.236 2.130 -3.098
H 0.943 3.418 -2.880
H 1.904 5.060 0.229
H 2.128 4.107 -1.236
H 2.372 3.366 0.338
H -0.818 4.887 2.759
H 0.869 4.562 2.349
H -0.137 3.291 3.036
H -3.261 4.263 1.949
H -2.824 2.603 2.338
H -3.924 2.928 1.002
H -3.227 3.573 -2.421
H -3.890 2.537 -1.154
H -2.756 1.887 -2.351
O 3.594 -4.051 5.051
C 2.914 -3.195 4.214
C 3.413 -2.856 2.969
C 2.677 -1.990 2.174
N 1.519 -1.454 2.570
C 1.039 -1.802 3.769
C 1.702 -2.679 4.621
C -0.325 -1.231 4.234
O -0.861 -1.866 5.164
O -0.730 -0.214 3.634
C 3.231 -1.687 0.766
O 4.349 -2.160 0.510
O 2.492 -1.009 0.000
H 4.404 -4.304 4.597
H 4.349 -3.238 2.579
H 1.245 -2.939 5.565
N -4.790 -0.091 -1.314
C -5.342 0.198 -0.081
C -6.591 0.665 0.314
C -6.784 0.842 1.673
C -5.772 0.567 2.606
C -4.530 0.111 2.210
C -4.326 -0.071 0.844
N -3.179 -0.473 0.185
C -3.479 -0.445 -1.077
C -2.569 -0.814 -2.165
C -2.950 -1.253 -3.396
S -1.572 -1.632 -4.330
C -0.565 -1.206 -2.985
N -1.213 -0.786 -1.952
H -5.132 0.242 -2.198
H -7.374 0.891 -0.400
H -7.740 1.212 2.024
H -5.965 0.734 3.658
H -3.722 -0.078 2.909
H -3.949 -1.390 -3.776
H 0.520 -1.288 -3.037
C 3.338 1.276 -2.320
C 2.576 0.285 -3.185
O 2.574 -1.033 -2.686
H 3.402 2.237 -2.837
H 4.344 0.918 -2.097
H 2.808 1.425 -1.380
H 3.007 0.244 -4.192
H 1.550 0.668 -3.299
H 2.620 -1.032 -1.688

Partial atomic charges computed with the natural (NBO) method, in multiples of e: number 1, Cs, carries 0.94; number 2, C, carries -0.17; number 3, C, carries -0.13; number 4, C, carries -0.15; number 5, C, carries -0.16; number 6, C, carries -0.08; number 7, C, carries -0.64; number 8, C, carries -0.62; number 9, C, carries -0.63; number 10, C, carries -0.62; number 11, C, carries -0.62; number 12, H, carries 0.18; number 13, H, carries 0.18; number 14, H, carries 0.20; number 15, H, carries 0.18; number 16, H, carries 0.19; number 17, H, carries 0.19; number 18, H, carries 0.18; number 19, H, carries 0.19; number 20, H, carries 0.20; number 21, H, carries 0.18; number 22, H, carries 0.20; number 23, H, carries 0.19; number 24, H, carries 0.18; number 25, H, carries 0.19; number 26, H, carries 0.18; number 27, O, carries -0.69; number 28, C, carries 0.31; number 29, C, carries -0.34; number 30, C, carries 0.12; number 31, N, carries -0.46; number 32, C, carries 0.12; number 33, C, carries -0.31; number 34, C, carries 0.73; number 35, O, carries -0.76; number 36, O, carries -0.79; number 37, C, carries 0.75; number 38, O, carries -0.74; number 39, O, carries -0.81; number 40, H, carries 0.47; number 41, H, carries 0.23; number 42, H, carries 0.24; number 43, N, carries -0.56; number 44, C, carries 0.16; number 45, C, carries -0.28; number 46, C, carries -0.22; number 47, C, carries -0.24; number 48, C, carries -0.17; number 49, C, carries 0.08; number 50, N, carries -0.42; number 51, C, carries 0.37; number 52, C, carries 0.07; number 53, C, carries -0.45; number 54, S, carries 0.37; number 55, C, carries -0.12; number 56, N, carries -0.40; number 57, H, carries 0.41; number 58, H, carries 0.20; number 59, H, carries 0.20; number 60, H, carries 0.21; number 61, H, carries 0.26; number 62, H, carries 0.23; number 63, H, carries 0.28; number 64, C, carries -0.63; number 65, C, carries -0.05; number 66, O, carries -0.79; number 67, H, carries 0.19; number 68, H, carries 0.21; number 69, H, carries 0.23; number 70, H, carries 0.14; number 71, H, carries 0.14; number 72, H, carries 0.52

---

Let's list ΔE to the lowest compared entry with this formula, charge and spin in order: 1.2; 0.0 kcal per mole.